This record from the OMol25 dataset describes C52H128AlB3N8O24 as an isolated structure in a non-equilibrium geometry. The level of theory is the ωB97M-V functional and the def2-TZVPD basis.

The geometry in XYZ format:
```
216
Properties=species:S:1:pos:R:3:forces:R:3:lowdin_charge:R:1
Al -1.6154 2.2324 -5.4240 0.7 0.5 2.1 1.275
B -3.2009 2.9604 -3.1599 0.7 0.4 -2.1 -0.334
H -2.9118 1.8024 -3.3300 0.2 -1.2 -0.4 -0.016
H -4.0192 3.3209 -3.9317 -0.5 0.3 -0.5 -0.037
H -3.6282 3.0743 -2.0647 0.1 -0.3 0.8 0.036
H -2.2230 3.6270 -3.2867 0.7 0.5 0.1 -0.027
B 0.9750 1.5363 -6.0676 -1.9 1.2 1.4 -0.322
H 1.0832 2.6907 -5.8407 0.1 0.7 -0.1 -0.027
H 0.0851 1.3558 -6.8904 -1.2 0.0 -1.2 -0.005
H 1.9829 1.0324 -6.4149 0.2 -0.6 -0.7 0.029
H 0.6166 0.9670 -5.0840 -0.2 -0.3 0.8 -0.036
O -0.3730 1.2518 -2.9954 -0.7 0.5 -0.9 0.077
C -0.0548 0.4368 -2.1855 0.1 -0.6 1.2 -0.364
O 1.1482 0.2830 -1.7021 0.1 0.4 -0.1 0.230
B 1.1743 -0.7575 -0.6543 0.5 -0.6 0.1 -0.888
O -0.2212 -1.2306 -0.5557 0.4 0.2 -0.2 0.238
C -0.9685 -0.5830 -1.4290 0.1 -0.2 -0.3 -0.387
O -2.1312 -0.7762 -1.6284 -0.3 0.1 -0.2 0.140
O 1.6752 -0.2640 0.6335 0.2 0.0 0.1 0.204
C 2.9085 -0.7295 0.8094 1.1 -0.2 -0.5 -0.387
O 3.7071 -0.4924 1.6674 -0.7 0.4 0.4 0.157
C 3.2604 -1.6750 -0.3724 -1.1 0.0 1.2 -0.399
O 2.1602 -1.7797 -1.0968 -0.5 0.0 -0.5 0.221
O 4.2771 -2.2771 -0.4660 0.6 -0.2 -0.5 0.167
C -7.8816 -0.4012 -7.1452 0.0 0.5 0.4 -0.088
O -6.7750 0.4099 -6.8000 0.9 -0.4 -0.1 -0.214
C -6.7060 0.8867 -5.4790 -0.6 0.4 0.1 -0.216
C -5.3185 1.4290 -5.1429 -1.0 -0.1 0.0 -0.212
N -4.2620 0.4656 -5.4746 0.5 0.1 1.0 0.002
C -4.0659 -0.4810 -4.3520 0.2 -0.2 -0.2 -0.184
C -2.9930 -1.5005 -4.6484 0.3 -0.5 0.0 -0.216
O -1.7288 -0.9171 -4.8154 -0.1 1.4 -0.5 -0.231
C -0.6075 -1.7805 -4.8115 -0.1 0.8 1.0 -0.072
H -7.7362 -0.6019 -8.2026 -0.4 -0.2 0.0 0.091
H -8.8049 0.1538 -6.9466 -0.1 -0.1 -0.3 0.090
H -7.9416 -1.3313 -6.5717 0.3 0.0 0.0 0.091
H -6.9580 0.1413 -4.7133 -0.1 -0.4 -0.4 0.124
H -7.4650 1.6746 -5.3845 0.2 0.2 0.3 0.132
H -5.3990 1.6018 -4.0708 0.5 0.0 0.1 0.110
H -5.1283 2.4073 -5.5733 0.0 -0.1 -0.3 0.088
H -4.6278 -0.1305 -6.2159 0.3 0.4 -0.5 0.109
H -4.9881 -1.0572 -4.2096 0.0 0.0 0.1 0.133
H -3.8431 0.0174 -3.4095 0.1 0.3 -0.2 0.100
H -3.2365 -2.0582 -5.5638 -0.1 -0.2 0.1 0.132
H -2.9488 -2.1797 -3.7900 -0.1 -0.2 -0.1 0.116
H -0.5345 -2.2193 -3.8088 -0.1 -0.6 -0.3 0.105
H 0.2539 -1.1136 -4.8574 0.1 -0.2 -0.5 0.071
H -0.6209 -2.5006 -5.6284 0.0 -0.1 0.1 0.091
C 4.1921 2.0253 -3.2669 0.2 -0.3 -0.9 -0.115
O 4.6406 2.8665 -2.2380 0.3 -0.4 0.0 -0.170
C 4.6365 2.2150 -0.9705 -0.2 0.6 0.7 -0.179
C 3.3102 2.5144 -0.2777 -0.1 -0.1 -0.4 -0.196
N 3.1513 3.9220 0.0474 0.8 -0.2 0.2 -0.050
C 1.8809 4.2300 0.6731 0.7 0.2 -0.4 -0.210
C 1.8009 5.7223 0.9206 -0.8 0.0 -0.1 -0.224
O 1.8180 6.4402 -0.3021 -0.2 -0.3 -0.4 -0.205
C 1.6772 7.8249 -0.1150 0.1 0.0 -0.2 -0.123
H 4.4439 2.4791 -4.2288 -0.3 0.4 0.1 0.096
H 3.1199 1.8041 -3.2418 0.0 0.0 0.1 0.074
H 4.7268 1.0698 -3.3221 0.0 0.0 0.5 0.059
H 5.4577 2.6195 -0.3754 0.0 0.2 -0.1 0.127
H 4.8413 1.1435 -1.0524 -0.3 -0.1 -0.2 0.116
H 3.1947 1.9373 0.6407 0.0 -0.1 0.0 0.113
H 2.5350 2.2182 -1.0007 -0.2 -0.3 0.3 0.103
H 3.3188 4.4721 -0.7863 -0.2 0.2 0.1 0.104
H 1.8191 3.7479 1.6526 0.1 -0.1 0.0 0.111
H 1.0549 3.8312 0.0635 -0.3 0.4 0.1 0.120
H 2.6296 6.0791 1.5401 0.1 -0.2 0.1 0.127
H 0.8531 5.9197 1.4396 0.0 0.2 0.1 0.122
H 0.6984 8.1052 0.2920 0.1 -0.2 0.3 0.086
H 1.7404 8.3100 -1.0891 0.2 -0.1 0.0 0.083
H 2.4878 8.1845 0.5272 -0.1 0.3 0.1 0.090
C -5.7224 0.6691 2.6985 -1.0 -1.4 0.2 -0.118
O -4.5295 0.2552 2.0887 -0.2 0.4 -0.2 -0.213
C -4.0095 1.1560 1.1280 1.1 -0.2 0.0 -0.201
C -2.4868 0.9172 1.0422 -1.3 0.5 0.1 -0.198
N -1.8629 1.6587 2.1252 0.0 0.2 0.1 -0.048
C -0.4937 1.2315 2.4040 -0.9 0.3 0.2 -0.183
C 0.1028 2.0622 3.5146 -0.1 1.3 0.0 -0.219
O -0.7004 1.9136 4.6714 -0.3 -0.8 0.3 -0.191
C -0.3239 2.7288 5.7447 0.7 0.4 0.1 -0.110
H -5.5318 1.3571 3.5226 -0.3 0.4 -0.2 0.092
H -6.2242 -0.2247 3.0941 0.7 -0.1 0.6 0.080
H -6.5477 0.9180 2.0175 0.6 1.1 -0.3 0.090
H -4.0970 2.2087 1.4182 -0.4 0.0 0.2 0.123
H -4.4853 1.0140 0.1537 -0.1 -0.1 0.0 0.119
H -2.2169 1.3192 0.0612 0.5 -0.1 0.1 0.113
H -2.3112 -0.1643 1.0733 0.2 0.0 -0.1 0.103
H -2.4342 1.5910 2.9598 0.1 -0.1 0.0 0.106
H 0.0016 1.3991 1.4487 0.7 -0.4 0.3 0.113
H -0.5121 0.1863 2.7345 0.5 -0.2 -0.4 0.115
H 0.0407 3.1311 3.2551 0.0 0.0 -0.3 0.112
H 1.1653 1.8902 3.7199 0.0 -0.5 0.0 0.118
H 0.5679 2.3740 6.2760 0.2 -0.2 -0.3 0.071
H -1.0957 2.7903 6.5104 -0.4 -0.1 -0.4 0.088
H -0.0850 3.7339 5.3770 -0.1 0.1 0.1 0.089
C -3.9316 2.1960 -8.2057 0.4 0.4 -1.6 -0.089
O -3.5189 3.0678 -7.1705 0.7 -0.4 0.7 -0.283
C -3.8391 4.4397 -7.4148 -0.3 -0.2 0.8 -0.177
C -3.4265 5.2250 -6.1960 -0.5 0.2 0.2 -0.208
N -2.0147 5.0549 -5.9109 0.3 0.2 0.4 -0.025
C -1.6390 5.8052 -4.7056 0.4 0.5 0.3 -0.202
C -0.1977 5.5481 -4.3593 -0.1 -0.4 0.4 -0.192
O -0.0255 4.1473 -4.1619 0.1 0.6 0.2 -0.258
C 1.1898 3.8801 -3.4879 0.9 -1.5 0.6 -0.099
H -5.0102 2.1759 -8.3760 -0.1 0.0 0.5 0.100
H -3.5424 1.1862 -8.1045 -0.1 0.1 0.6 0.091
H -3.4749 2.5756 -9.1301 -0.1 -0.1 -0.1 0.099
H -4.9274 4.5233 -7.4872 0.0 0.0 -0.3 0.140
H -3.3612 4.8363 -8.3151 0.0 -0.3 -0.1 0.136
H -3.9878 4.9356 -5.3063 0.0 -0.4 -0.1 0.110
H -3.6875 6.2808 -6.3411 0.1 0.0 -0.2 0.138
H -1.5160 5.6001 -6.6133 0.2 -0.8 -0.5 0.139
H -2.2955 5.6101 -3.8598 0.0 -0.5 -0.1 0.117
H -1.7177 6.8904 -4.8604 -0.2 0.0 -0.3 0.136
H 0.0211 6.1195 -3.4510 0.1 -0.3 0.2 0.135
H 0.5161 5.9154 -5.1072 -0.2 -0.1 -0.3 0.137
H 1.2743 4.3035 -2.4820 -0.4 0.6 -0.2 0.097
H 2.0946 4.0904 -4.0640 -0.2 0.5 -0.2 0.103
H 1.2368 2.8092 -3.2896 -0.3 0.0 -0.3 0.055
C -5.0621 -4.7815 5.4675 -0.3 0.2 0.9 -0.130
O -5.0206 -4.1115 4.2335 0.4 -0.5 0.3 -0.183
C -3.8387 -3.3208 4.1177 -1.3 0.6 -1.6 -0.211
C -3.9148 -2.6889 2.7336 -0.5 -0.6 0.5 -0.220
N -3.6632 -3.6868 1.7103 1.2 0.8 -0.8 -0.029
C -3.5969 -3.0293 0.4130 -0.7 -0.3 -0.4 -0.214
C -3.3820 -4.0358 -0.6985 -0.3 0.5 0.3 -0.219
O -4.4289 -5.0045 -0.7105 0.7 0.0 0.2 -0.186
C -3.9888 -6.1622 -1.3827 -1.3 -0.3 -0.6 -0.125
H -5.8478 -5.5354 5.5113 -0.1 0.0 -0.5 0.082
H -5.3014 -4.0683 6.2683 0.1 0.0 0.1 0.084
H -4.1253 -5.2679 5.7552 0.2 0.0 -0.3 0.085
H -2.9458 -3.9454 4.1045 0.1 0.0 0.7 0.106
H -3.8665 -2.4855 4.8225 0.4 -0.3 0.5 0.125
H -3.2161 -1.8497 2.7269 0.4 -0.3 -0.5 0.107
H -4.8871 -2.2092 2.5600 -0.1 0.0 0.4 0.109
H -4.3546 -4.4199 1.6214 -0.3 0.2 0.6 0.112
H -2.8130 -2.2734 0.3504 0.2 -0.2 0.2 0.094
H -4.5347 -2.4855 0.2013 0.0 0.1 0.0 0.127
H -2.4145 -4.5143 -0.5198 0.0 -0.1 -0.3 0.120
H -3.4137 -3.4980 -1.6531 0.4 -0.1 -0.1 0.109
H -3.1456 -6.6460 -0.8883 0.1 0.0 -0.1 0.088
H -3.8109 -5.9732 -2.4502 0.6 0.3 0.1 0.084
H -4.8468 -6.8370 -1.4416 0.1 -0.2 0.5 0.085
C 2.0568 -3.3501 -6.2593 0.3 -1.0 -0.2 -0.128
O 3.4067 -2.9399 -6.2364 -0.6 0.1 0.3 -0.163
C 3.5206 -1.8031 -5.3982 0.6 0.5 -0.3 -0.222
C 4.9397 -1.2771 -5.4700 0.7 0.9 0.7 -0.201
N 5.9657 -1.9558 -4.6926 -0.5 0.4 -0.6 -0.050
C 5.8162 -1.8783 -3.2449 0.5 -0.8 -0.5 -0.206
C 7.0617 -2.5236 -2.6810 -0.4 -0.2 1.3 -0.222
O 7.0719 -3.8860 -3.0986 0.2 0.2 -0.1 -0.179
C 7.9429 -4.6442 -2.3205 0.9 -1.0 0.4 -0.144
H 1.9577 -4.2657 -6.8466 0.3 0.2 -0.4 0.088
H 1.4273 -2.5736 -6.6961 -0.2 0.0 0.2 0.076
H 1.7299 -3.6988 -5.2723 -0.2 0.6 0.2 0.091
H 3.2409 -2.0262 -4.3612 0.0 -0.2 0.0 0.123
H 2.8719 -0.9803 -5.7294 -0.3 -0.2 -0.2 0.095
H 4.9455 -0.2431 -5.1016 -0.3 0.0 0.1 0.097
H 5.3055 -1.1313 -6.4893 -0.3 -0.5 -0.2 0.121
H 6.0214 -2.9232 -4.9863 0.1 -0.1 0.2 0.109
H 4.9532 -2.4356 -2.8639 0.0 0.0 0.1 0.104
H 5.7074 -0.8593 -2.8688 0.2 0.1 -0.3 0.107
H 6.9850 -2.4915 -1.5854 0.0 -0.1 0.0 0.117
H 8.0061 -2.0354 -2.9378 -0.1 0.1 -0.4 0.125
H 7.5830 -4.8010 -1.2978 -0.2 0.2 0.0 0.090
H 8.9757 -4.2736 -2.2490 -0.2 0.7 -0.1 0.086
H 8.1216 -5.6336 -2.7493 -0.6 0.0 -0.3 0.083
C -0.2272 -6.0148 2.3312 -1.4 0.0 0.0 -0.129
O 0.9165 -5.3863 2.8060 1.1 -0.7 0.6 -0.170
C 1.0873 -4.0046 2.6458 -0.8 0.8 -0.5 -0.202
C 0.1247 -3.1554 3.4605 -0.9 -0.4 0.6 -0.192
N 0.4176 -3.1104 4.8868 1.0 0.3 0.3 -0.040
C -0.0946 -1.9346 5.5592 0.1 -0.1 0.3 -0.219
C 0.0572 -2.0522 7.0595 -0.6 -0.7 -0.2 -0.221
O -0.8285 -3.1150 7.4079 0.0 -0.3 0.2 -0.206
C -1.0324 -3.2757 8.7865 -0.2 0.5 0.4 -0.120
H -0.4366 -5.9625 1.2531 0.5 0.4 -0.1 0.083
H -1.1462 -5.6442 2.8050 0.1 0.1 0.1 0.070
H -0.1901 -7.0797 2.5594 0.4 0.0 0.2 0.086
H 0.9502 -3.7616 1.5846 0.0 0.2 -0.1 0.120
H 2.0926 -3.7004 2.9408 0.1 -0.5 0.0 0.127
H -0.9031 -3.5373 3.3510 0.0 0.1 -0.5 0.093
H 0.1144 -2.1281 3.0924 0.2 0.0 -0.2 0.108
H 0.0931 -3.9169 5.4035 0.0 -0.2 -0.3 0.109
H -1.1778 -1.8535 5.3838 0.0 0.6 -0.1 0.120
H 0.4385 -1.0244 5.2693 -0.2 -0.1 -0.5 0.104
H -0.2437 -1.1045 7.5202 0.0 -0.1 0.2 0.121
H 1.0676 -2.3327 7.3721 0.1 0.2 -0.1 0.120
H -1.5909 -2.4091 9.1636 0.1 0.0 0.2 0.086
H -0.1054 -3.3721 9.3627 0.1 0.1 -0.2 0.087
H -1.6315 -4.1607 8.9936 0.0 -0.1 -0.4 0.084
C 7.1046 -1.4825 12.0032 0.1 0.4 0.9 -0.139
O 6.0507 -1.5438 11.0825 -0.3 0.2 0.2 -0.179
C 5.7801 -0.2637 10.5366 0.5 0.3 0.3 -0.240
C 4.4838 -0.2611 9.7568 0.6 -0.7 -1.1 -0.210
N 4.2705 1.0433 9.1303 -0.1 -0.4 0.5 -0.053
C 2.9965 1.1329 8.4495 -0.6 0.1 -0.6 -0.216
C 2.7938 0.3109 7.1839 -0.2 -0.3 -0.5 -0.253
O 3.6553 0.7499 6.1644 0.1 0.5 0.0 -0.191
C 3.6427 0.0345 4.9339 0.0 -0.5 0.9 -0.088
H 7.4295 -2.4873 12.2610 0.1 -0.1 -0.4 0.086
H 6.8278 -1.0139 12.9598 -0.5 0.0 -0.1 0.085
H 7.9318 -0.8387 11.6813 0.2 -0.4 -0.5 0.085
H 6.6608 -0.0218 9.9243 -0.3 0.2 -0.5 0.126
H 5.7700 0.5297 11.2955 -0.2 -0.2 0.3 0.123
H 3.6274 -0.6096 10.3344 0.0 0.4 0.3 0.126
H 4.6107 -1.0147 8.9641 -0.1 -0.2 0.2 0.118
H 5.0100 1.1244 8.4393 -0.1 0.4 -0.1 0.111
H 2.7851 2.1767 8.2009 0.2 0.0 -0.1 0.116
H 2.1481 0.8330 9.0733 0.4 0.0 0.5 0.118
H 1.7393 0.4403 6.8943 0.0 0.0 -0.1 0.097
H 2.9264 -0.7703 7.3328 0.1 0.0 0.2 0.111
H 3.6949 -1.0418 5.1392 0.3 0.0 -0.1 0.092
H 4.5338 0.3823 4.4227 -0.2 -0.2 -0.4 0.089
H 2.7345 0.1530 4.3368 0.0 0.5 0.0 0.064
```
Positions in Å, forces in eV/Å.

Highest occupied orbital energy, eV: -7.87
Energy, eV: -125675.060
Charge: 0
Max |F|, eV Å⁻¹: 2.63